Version one
The following is a DFT calculation (the ωB97M-V functional and the def2-TZVPD basis) of an isolated ion of composition C3H8FN2 and charge +1.

Last column: Mulliken charge in e.
Geometry (Å):
F1 3.17272 0.11643 -0.36947  -0.14
N1 1.82411 -0.14633 -0.38255  -0.23
N2 -0.94966 0.08894 -0.30143  -0.24
C1 1.34963 -1.15065 0.23101  -0.05
C2 -0.17971 -1.12106 0.27806  -0.46
C3 -1.02214 1.63955 0.04335  -0.97
H1 -0.27872 1.67981 0.72716  0.38
H2 -0.34896 0.20312 -1.18239  0.43
H3 -1.93089 -0.16873 -0.39940  0.39
H4 -0.37658 -1.99596 -0.35045  0.34
H5 1.91635 -2.16553 0.53689  0.34
H6 -0.88311 2.50599 -0.63724  0.34
H7 -0.44445 -1.34754 1.34989  0.39
H8 -1.84857 1.86196 0.45658  0.47

Properties
total charge: +1
gap between HOMO and LUMO: 11.68 eV
SMILES string: C[NH2+]C/C=N/F

---

Version two
The following is a DFT calculation (the ωB97M-V functional and the def2-TZVPD basis) of a 2-piece molecular cluster, C3H8FN2 overall.

Last column: Mulliken charge in e.
Geometry (Å):
F1 -0.93188 -1.61886 -0.20306  -0.26
N1 2.68017 0.03034 -0.04717  -0.29
N2 0.36397 0.20492 0.08288  -0.16
C1 1.47740 -0.49752 -0.03996  0.15
C2 -0.91678 -0.31446 0.05551  0.30
C3 -2.06257 0.48416 -0.43692  -0.98
H1 3.49528 -0.55467 -0.17262  0.26
H2 1.37966 -1.56910 -0.16478  0.37
H3 -1.64589 -0.43397 2.35862  0.07
H4 -2.13468 1.44123 0.07167  0.38
H5 -1.97080 0.66465 -1.51401  0.36
H6 2.83899 1.02308 0.06762  0.23
H7 0.41017 1.21273 0.21597  0.25
H8 -2.98304 -0.07253 -0.27377  0.32

Properties
total charge: +1
gap between HOMO and LUMO (alpha / beta): 9.46 / 7.90 eV

---

Which structure is the most stable? The one labeled version two.

---

Version one
The following is a DFT calculation (the ωB97M-V functional and the def2-TZVPD basis) of a 2-piece molecular cluster, C5H14N2O2 overall.

Last column: Mulliken charge in e.
Geometry (Å):
O1 3.42626 -2.13830 -1.94351  -0.65
O2 1.09497 -0.63948 -1.69523  -0.74
N1 1.04230 0.10440 0.41978  -0.03
N2 -2.20928 -0.11951 1.00059  -0.42
C1 -0.79756 0.72209 -1.03060  -0.80
C2 0.52805 -0.00007 -0.79654  0.65
C3 2.27568 -0.57216 0.72806  -0.92
C4 -2.04276 0.01250 -0.46247  -0.57
C5 -2.08900 1.18416 1.68106  -0.86
H1 2.09058 -1.65895 0.69283  0.30
H2 -0.94140 0.88770 -2.11565  0.31
H3 -2.94082 0.52193 -0.86173  0.39
H4 -2.74115 1.89303 1.14365  0.34
H5 0.47504 0.57809 1.12715  0.17
H6 2.67183 -0.31488 1.72479  0.34
H7 -0.67536 1.71287 -0.55220  0.38
H8 2.52695 -1.80345 -1.72585  0.41
H9 -1.06366 1.59049 1.69484  0.21
H10 3.97029 -1.32735 -2.06462  0.30
H11 -2.44652 1.09606 2.72078  0.29
H12 3.03731 -0.32029 -0.02898  0.23
H13 -2.01995 -1.01021 -0.88555  0.37
H14 -3.17182 -0.39863 1.22948  0.29

Properties
total charge: 0
gap between HOMO and LUMO: 10.01 eV
SMILES string: CNCCC(=O)NC.O

---

Version two
The following is a DFT calculation (the ωB97M-V functional and the def2-TZVPD basis) of a 2-piece molecular cluster, C5H14N2O2 overall.

Last column: Mulliken charge in e.
Geometry (Å):
O1 -1.95806 0.61621 2.19724  -0.51
O2 1.37717 0.84606 -0.99536  -0.30
N1 0.91412 -0.21973 -0.11633  0.97
N2 1.52687 -0.37818 1.00429  -1.29
C1 -0.76257 1.35475 2.07609  -0.50
C2 -0.30681 -0.65400 -0.33264  0.91
C3 -0.78408 -1.81345 0.47685  -1.27
C4 -1.15788 -0.12887 -1.43704  -1.53
C5 2.21194 0.31702 -2.00197  -0.57
H1 -0.76127 2.00404 1.19461  0.23
H2 -1.22849 -0.84376 -2.26159  0.34
H3 0.06394 -2.34110 0.90652  0.39
H4 3.06321 -0.22229 -1.57224  0.25
H5 2.46902 -0.00428 0.96479  0.16
H6 -2.16893 0.02330 -1.05592  0.38
H7 -0.77773 0.80991 -1.82583  0.39
H8 -0.61156 1.96674 2.97112  0.31
H9 -1.38311 -2.48325 -0.13934  0.39
H10 -1.40069 -1.46730 1.30856  0.23
H11 2.57368 1.17715 -2.56283  0.28
H12 0.14977 0.63716 1.98007  0.20
H13 1.65251 -0.34345 -2.67241  0.25
H14 -2.70104 1.14731 1.89335  0.29

Properties
total charge: 0
gap between HOMO and LUMO: 8.23 eV

---

Which structure is the most stable? The one labeled version one.

---

Version one
The following is a DFT calculation (the ωB97M-V functional and the def2-TZVPD basis) of a 2-piece molecular cluster, C2H8N4O overall.

Last column: Mulliken charge in e.
Geometry (Å):
O1 1.74655 -0.26304 -1.10085  -0.46
N1 -0.35016 -1.73194 0.18555  -0.35
N2 -0.49751 -0.02648 1.79614  -0.60
N3 0.87708 0.48406 -1.92647  -0.39
N4 0.01236 1.79087 -0.09522  -0.30
C1 -1.00687 -1.01663 1.15437  0.01
C2 -0.00373 1.25845 -1.34130  -0.04
H1 0.48872 -1.30998 -0.19122  0.19
H2 0.29778 1.20183 0.69213  0.34
H3 -0.37352 2.70602 0.05194  0.18
H4 -0.35603 -2.73853 0.21351  0.23
H5 -0.95589 0.21605 2.66648  0.19
H6 2.18195 -0.85274 -1.72929  0.37
H7 -1.68778 -1.68567 1.70565  0.33
H8 -0.37293 1.96773 -2.08142  0.31

Properties
total charge: 0
gap between HOMO and LUMO: 9.00 eV
SMILES string: [H]/N=C/N.N/C=N\O

---

Version two
The following is a DFT calculation (the ωB97M-V functional and the def2-TZVPD basis) of C2H8N4O as an isolated structure.

Last column: Mulliken charge in e.
Geometry (Å):
O1 -1.88762 0.11419 -1.04602  -0.59
N1 1.04365 1.67257 -0.81262  -0.69
N2 1.32059 0.37844 -0.28090  -0.20
N3 0.18891 0.84410 1.83600  -0.58
N4 -1.65810 -1.99964 -0.27562  -0.37
C1 -1.16112 -0.86065 -0.82650  0.14
C2 0.95230 0.14172 1.10069  -0.11
H1 -1.04942 -2.70064 0.11466  0.20
H2 0.17107 -0.49834 -0.87667  0.45
H3 -0.20156 1.63182 1.31600  0.29
H4 1.32228 -0.83172 1.43498  0.41
H5 0.02603 1.67933 -0.98996  0.30
H6 -2.65089 -2.05920 -0.07870  0.22
H7 2.28500 0.09517 -0.47986  0.26
H8 1.29889 2.39288 -0.13549  0.26

Properties
total charge: 0
gap between HOMO and LUMO: 9.26 eV

---

Which structure is the most stable? The one labeled version two.

---

Version one
The following is a DFT calculation (the ωB97M-V functional and the def2-TZVPD basis) of the molecule C8H15N3O4.

Last column: Mulliken charge in e.
Geometry (Å):
O1 3.00192 3.42279 0.27002  -0.63
O2 -0.33154 -0.09610 0.76580  -0.81
O3 -4.46548 -1.67752 0.21386  -0.56
O4 -2.92269 -0.61063 1.32954  -0.49
N1 3.69860 2.36424 2.11296  -0.38
N2 -1.22173 -1.07926 -1.03156  -0.15
N3 0.41045 0.10180 -2.69956  -0.78
C1 0.92818 0.04707 -1.29343  0.49
C2 2.50301 1.04865 0.45204  -0.66
C3 3.12780 2.37172 0.90189  0.43
C4 1.68438 1.26827 -0.80127  -0.55
C5 -3.31022 -1.43352 0.34354  0.34
C6 -2.13006 -2.04469 -0.44125  -0.09
C7 -1.34005 -3.12335 0.34077  -1.10
C8 -0.27274 -0.36627 -0.41264  0.26
H1 -0.72907 -3.57961 -0.48620  0.33
H2 4.03187 1.48640 2.54202  0.22
H3 -0.65245 -2.72429 1.10908  0.24
H4 3.23082 0.23629 0.35560  0.34
H5 1.19266 0.08794 -3.35991  0.30
H6 1.84933 0.75612 1.30370  0.30
H7 -0.00460 1.02714 -2.94463  0.21
H8 -1.95637 -0.50934 1.42497  0.42
H9 -2.66225 -2.50480 -1.28260  0.43
H10 1.62171 -0.79261 -1.34803  0.24
H11 -2.03268 -3.88188 0.71143  0.41
H12 2.39173 1.59786 -1.61218  0.31
H13 -1.04646 -1.14870 -2.05091  0.39
H14 0.97734 2.12046 -0.64984  0.28
H15 4.17776 3.20593 2.44313  0.27

Properties
total charge: 0
gap between HOMO and LUMO: 10.30 eV
SMILES string: C[C@H](NC(=O)[C@@H](N)CCC(N)=O)C(=O)O

---

Version two
The following is a DFT calculation (the ωB97M-V functional and the def2-TZVPD basis) of the molecule C8H15N3O4.

Last column: Mulliken charge in e.
Geometry (Å):
O1 -0.71968 3.00683 1.27316  -0.55
O2 1.18433 0.04703 1.78170  -0.68
O3 -2.41020 -2.47658 -0.84315  -0.54
O4 -1.96537 -2.24007 1.26423  -0.48
N1 0.25603 -0.87490 -0.22159  -0.19
N2 0.05455 2.81371 -0.88817  -0.30
N3 2.79391 -1.66114 -0.89879  -0.63
C1 3.55403 0.45027 -0.37314  -1.48
C2 -1.74080 0.39515 -1.15874  -0.73
C3 2.84071 -0.91467 0.21476  0.39
C4 1.22308 -0.61502 0.69768  0.21
C5 -2.13720 1.70680 -0.37882  -1.16
C6 -1.89647 -1.82009 -0.03746  -0.01
C7 -1.10448 -0.54355 -0.07208  0.47
C8 -0.76380 2.68797 0.14407  0.55
H1 0.68382 -1.51606 -0.84000  0.31
H2 -0.93518 0.61480 -1.90658  0.27
H3 3.01726 -2.50058 -0.49873  0.19
H4 -1.21770 -0.15001 0.89786  0.58
H5 3.25791 1.38627 0.10611  0.32
H6 -2.72283 2.39490 -1.03448  0.44
H7 3.64922 0.63814 -1.43118  0.49
H8 -0.21324 2.55053 -1.84340  0.22
H9 -2.24599 -3.18474 1.15415  0.34
H10 4.63634 0.40859 -0.14252  0.34
H11 3.22843 -1.30648 -1.78599  0.20
H12 -2.67388 0.05669 -1.61381  0.39
H13 -2.73617 1.47675 0.45112  0.42
H14 3.12795 -0.91922 1.27604  0.39
H15 0.84963 3.32786 -0.75407  0.23

Properties
total charge: 0
gap between HOMO and LUMO: 9.18 eV
SMILES string: C[C@H](N)C(=O)N[C@@H](CCC(N)=O)C(=O)O

---

Which structure is the most stable? The one labeled version one.

---

Version one
The following is a DFT calculation (the ωB97M-V functional and the def2-TZVPD basis) of a 2-piece molecular cluster, C4H4O2S overall.

Last column: Mulliken charge in e.
Geometry (Å):
S1 2.00373 -1.31336 -0.39805  0.66
O1 1.53296 -2.28523 -1.32177  -0.38
O2 1.34717 -1.26479 0.88770  -0.46
C1 0.88589 0.59313 -1.55685  0.05
C2 -1.95917 0.59273 0.96572  -0.75
C3 -0.65297 0.59977 0.61245  -0.40
C4 0.08404 0.60695 -0.61059  0.03
H1 0.12647 0.50723 1.41558  0.27
H2 1.56566 0.65923 -2.35768  0.41
H3 -2.78163 0.66179 0.34356  0.33
H4 -2.15214 0.64254 2.01992  0.24

Properties
total charge: 0
gap between HOMO and LUMO: 9.12 eV

---

Version two
The following is a DFT calculation (the ωB97M-V functional and the def2-TZVPD basis) of the molecule C4H4O2S.

Last column: Mulliken charge in e.
Geometry (Å):
S1 -1.08831 0.53970 -1.03806  -0.20
O1 -0.78377 1.50591 1.45893  -0.40
O2 2.02386 1.00005 -0.57489  -0.48
C1 0.57647 -1.04476 -0.02314  -0.14
C2 1.81799 -0.18576 -0.07320  0.20
C3 -0.65873 -0.99221 -0.50104  -0.16
C4 -1.50516 1.62955 0.46901  0.17
H1 0.66357 -2.16207 0.28431  0.17
H2 2.64153 -1.03472 0.30065  0.19
H3 -2.27643 2.54790 0.17419  0.27
H4 -1.41103 -1.80358 -0.47676  0.38

Properties
total charge: 0
gap between HOMO and LUMO: 8.34 eV
SMILES string: O=C/C=C\SC=O

---

Which structure is the most stable? The one labeled version one.

---

Version one
The following is a DFT calculation (the ωB97M-V functional and the def2-TZVPD basis) of the molecule C3H6N2S.

Last column: Mulliken charge in e.
Geometry (Å):
S1 1.35482 -1.15972 0.01994  -0.46
N1 1.61156 1.42654 -0.07352  -0.39
N2 -2.83977 -0.07502 -0.06265  -0.39
C1 0.82374 0.37288 0.04081  0.55
C2 -0.62358 0.71463 0.12538  -0.56
C3 -1.53212 -0.22844 -0.00498  -0.09
H1 2.56946 1.23402 -0.18661  0.21
H2 -1.23222 -1.26294 -0.17523  0.26
H3 1.19550 2.31926 -0.27419  0.20
H4 -3.35949 0.77628 0.21903  0.20
H5 -3.41070 -0.83501 -0.30148  0.20
H6 -0.85047 1.70892 0.38539  0.26

Properties
total charge: 0
gap between HOMO and LUMO: 8.68 eV
SMILES string: N/C=C/C(N)=S

---

Version two
The following is a DFT calculation (the ωB97M-V functional and the def2-TZVPD basis) of the molecule C3H6N2S.

Last column: Mulliken charge in e.
Geometry (Å):
S1 3.00497 -0.55994 -0.21434  -0.15
N1 -1.40614 -0.86201 0.71244  -0.52
N2 1.86054 0.58059 0.15584  -0.40
C1 -0.40044 -0.44846 -0.25218  0.20
C2 -1.86502 -0.07125 -0.66554  -0.50
C3 0.55389 0.62935 0.12258  -0.17
H1 -2.17967 1.02690 -0.63050  0.20
H2 0.25087 -1.22366 -0.57148  0.26
H3 -1.58993 -0.32409 1.71694  0.26
H4 -2.48427 -0.49806 -1.43534  0.27
H5 0.30046 1.68401 0.24004  0.37
H6 3.95472 0.06662 0.82155  0.17

Properties
total charge: 0
gap between HOMO and LUMO: 9.10 eV
SMILES string: S/N=C\[C@@H]1CN1

---

Version three
The following is a DFT calculation (the ωB97M-V functional and the def2-TZVPD basis) of a 3-piece molecular cluster, C3H6N2S overall.

Last column: Mulliken charge in e.
Geometry (Å):
S1 -1.08348 -0.21222 2.31794  -0.43
N1 0.54526 -1.96993 -0.20808  -0.75
N2 0.13084 -0.59948 -0.07822  0.39
C1 -0.42365 1.45799 0.05730  -0.37
C2 -0.35907 0.12460 0.92694  0.15
C3 -0.12192 0.48300 -1.10276  -0.46
H1 -1.25334 2.37078 0.18724  0.30
H2 1.00057 0.48697 -1.49564  0.25
H3 -0.11789 -2.55564 1.16259  0.27
H4 0.61550 2.01522 0.26122  0.18
H5 -0.99983 0.07235 -1.89167  0.26
H6 2.06702 -1.67364 -0.13684  0.21

Properties
total charge: 0
gap between HOMO and LUMO: 7.75 eV

---

Which structure is the most stable? The one labeled version one.

---

Version one
The following is a DFT calculation (the ωB97M-V functional and the def2-TZVPD basis) of the molecule C3H6N2S.

Last column: Mulliken charge in e.
Geometry (Å):
S1 1.88808 1.72353 -1.25086  -0.36
N1 -0.91363 0.25850 1.05984  -0.42
N2 0.14414 1.11726 0.68019  -0.04
C1 0.86469 0.74705 -0.37253  -0.06
C2 -0.85228 -0.74397 -0.00923  -0.42
C3 0.47892 -0.63888 -0.67302  -0.27
H1 -1.61493 -0.59472 -0.82579  0.24
H2 -0.72245 -0.17638 2.00754  0.31
H3 -1.03464 -1.75926 0.41272  0.25
H4 0.48175 -0.77181 -1.77874  0.29
H5 1.25476 -1.28321 -0.22887  0.20
H6 0.02560 2.12188 0.97876  0.28

Properties
total charge: 0
gap between HOMO and LUMO: 8.99 eV
SMILES string: S=C1CCNN1

---

Version two
The following is a DFT calculation (the ωB97M-V functional and the def2-TZVPD basis) of the molecule C3H6N2S.

Last column: Mulliken charge in e.
Geometry (Å):
S1 -1.18820 -0.07400 -0.51077  0.18
N1 1.30031 -1.10184 0.22343  -0.50
N2 -2.00020 -0.16023 0.81048  -0.62
C1 0.36619 1.14612 -0.21512  -0.55
C2 1.50696 0.15911 0.20046  0.02
C3 -0.03202 -1.48867 -0.27810  -0.31
H1 0.54004 1.83899 -1.14813  0.30
H2 0.37639 1.93270 0.54733  0.32
H3 -2.67073 0.61982 0.73650  0.22
H4 2.41632 0.67068 0.66977  0.30
H5 -0.52928 -2.23895 0.40121  0.33
H6 0.32968 -2.01391 -1.25848  0.30

Properties
total charge: 0
gap between HOMO and LUMO: 9.10 eV

---

Which structure is the most stable? The one labeled version one.

---

Version one
The following is a DFT calculation (the ωB97M-V functional and the def2-TZVPD basis) of a 2-piece molecular cluster, C3H6N2S overall.

Last column: Mulliken charge in e.
Geometry (Å):
S1 1.14812 -1.40908 1.45276  -0.24
N1 0.93719 0.01731 2.18178  0.35
N2 1.42028 0.31310 3.38070  -0.56
C1 -0.53350 -1.18926 -1.49921  -1.14
C2 -0.44633 1.15960 -0.29354  -0.30
C3 -0.45327 0.10601 -0.83474  0.05
H1 -0.36402 2.19484 -0.03574  0.50
H2 1.38147 1.39109 3.58283  0.23
H3 -0.88900 -0.87625 -2.57068  0.27
H4 0.57987 0.74033 1.51596  0.21
H5 0.45859 -1.62993 -1.49521  0.31
H6 -1.23317 -1.87806 -1.05118  0.31

Properties
total charge: 0
gap between HOMO and LUMO (alpha / beta): 8.24 / 8.25 eV
SMILES string: [H]/N=[NH+]/[S-].C#CC

---

Version two
The following is a DFT calculation (the ωB97M-V functional and the def2-TZVPD basis) of the molecule C3H6N2S.

Last column: Mulliken charge in e.
Geometry (Å):
S1 -2.67077 -0.26463 0.13340  -0.19
N1 3.60448 -0.09906 0.01193  -0.56
N2 -1.23007 0.57889 0.01836  -0.41
C1 2.14676 -0.30060 -0.04051  -0.16
C2 -0.15740 -0.10824 -0.24900  -0.04
C3 1.11229 0.57931 -0.06629  0.02
H1 3.86826 0.73189 0.59362  0.28
H2 -0.00654 -1.27676 -0.56011  0.22
H3 4.15518 -0.80616 0.61350  0.28
H4 -3.37183 0.89214 -0.56983  0.16
H5 1.70560 -1.37154 -0.27295  0.08
H6 1.15083 1.68288 -0.01587  0.32

Properties
total charge: 0
gap between HOMO and LUMO: 8.84 eV
SMILES string: N/C=C/C=N/S

---

Which structure is the most stable? The one labeled version two.